(1)
Below is a single C3H3IO molecule, with properties calculated with wB97M-V/def2-TZVPD.

Last column: natural (NBO) charge in e.
Atoms and positions in Å:
I1 -0.27 2.56 -1.69  0.09
O1 0.80 -2.02 0.71  -0.48
C1 0.19 -1.05 0.99  0.41
C2 -0.02 0.43 -1.03  -0.16
C3 -0.24 0.12 0.23  -0.41
H1 -0.81 0.93 0.62  0.23
H2 -0.23 -0.81 1.97  0.10
H3 0.58 -0.16 -1.80  0.23

- energy relative to the best compared isomer or geometry (same formula, charge and spin) (kJ/mol) = 48.0
- structure (SMILES) = O=C/C=C/I
- Kohn-Sham gap (eV) = 9.1
- E_HOMO (eV) = -9.77


(2)
Below is a molecular structure, C26H29Cl2N5OSeV, with properties calculated with wB97M-V/def2-TZVPD.

Last column: natural (NBO) charge in e.
Atoms and positions in Å:
Se1 0.71 -4.28 -0.82  -0.31
V1 1.21 -1.28 0.85  1.46
Cl1 1.03 -1.14 3.40  0.08
Cl2 0.14 -3.57 2.22  0.12
O1 2.85 -2.05 0.33  -0.77
N1 0.13 1.62 -0.33  -0.59
N2 -0.40 -0.67 -0.14  -0.75
N3 -1.79 0.84 -1.25  -0.61
N4 3.68 -2.90 -1.55  -0.74
N5 3.07 -5.21 0.74  -0.49
C1 -1.40 -2.22 -1.74  -0.22
C2 -0.67 0.57 -0.56  0.68
C3 -2.34 -3.16 -2.10  -0.20
C4 -2.51 -1.32 1.80  -0.63
C5 -2.28 3.84 -3.36  -0.21
C6 -2.81 3.00 -0.74  -0.04
C7 -2.90 4.70 -2.46  -0.18
C8 -3.16 4.28 -1.17  -0.19
C9 -3.13 2.54 0.66  -0.64
C10 1.91 0.60 1.00  -0.53
C11 -3.31 -3.54 -1.17  -0.18
C12 2.14 -4.92 0.12  0.03
C13 1.22 4.19 -0.13  -0.65
C14 0.35 -2.76 3.77  -0.38
C15 5.13 -2.68 0.39  -0.70
C16 1.88 3.00 0.52  -0.04
C17 3.83 -2.54 -0.30  0.76
C18 3.67 2.06 1.84  -0.21
C19 -2.18 2.16 -1.66  0.14
C20 3.05 3.15 1.23  -0.17
C21 -1.41 -1.65 -0.47  0.08
C22 -2.40 -1.99 0.45  -0.03
C23 -1.91 2.57 -2.95  -0.22
C24 1.33 1.71 0.41  0.20
C25 -3.33 -2.96 0.08  -0.19
C26 3.10 0.80 1.72  -0.22
H1 -4.09 -3.25 0.80  0.22
H2 -3.18 5.69 -2.77  0.23
H3 -0.62 -1.93 -2.44  0.23
H4 -2.23 2.21 1.19  0.22
H5 -1.42 1.89 -3.64  0.23
H6 -0.19 2.48 -0.74  0.44
H7 -3.82 1.70 0.64  0.23
H8 -3.23 -0.51 1.77  0.23
H9 -2.31 -3.62 -3.08  0.23
H10 5.94 -2.91 -0.30  0.24
H11 -2.08 4.17 -4.38  0.23
H12 1.07 -3.29 4.39  0.25
H13 5.36 -1.76 0.94  0.25
H14 4.42 -3.40 -2.02  0.42
H15 -3.58 3.34 1.24  0.23
H16 0.20 4.35 0.25  0.22
H17 -1.57 -0.89 2.14  0.21
H18 3.49 4.13 1.33  0.22
H19 5.03 -3.50 1.10  0.29
H20 1.79 5.10 0.07  0.24
H21 -2.37 0.05 -1.50  0.44
H22 -3.65 4.95 -0.48  0.22
H23 1.16 4.08 -1.22  0.22
H24 3.59 -0.04 2.19  0.21
H25 -0.60 -2.61 4.27  0.24
H26 -4.04 -4.30 -1.43  0.23
H27 2.72 -3.06 -1.87  0.44
H28 -2.86 -2.04 2.55  0.23
H29 4.58 2.19 2.40  0.23

- energy relative to the best compared isomer or geometry (same formula, charge and spin) (kJ/mol) = 0.0
- total charge = +1
- <S²> = 2.02
- Kohn-Sham gap (spin up / spin down) (eV) = 6.5 / 7.3
- 2S+1 = 3
- E_HOMO (spin up / spin down) (eV) = -10.10 / -10.14


(3)
Below is a molecular structure, C13H23N5Ru, with properties calculated with wB97M-V/def2-TZVPD.

Last column: natural (NBO) charge in e.
Atoms and positions in Å:
Ru1 -0.05 0.70 0.00  1.18
N1 -1.97 0.53 0.92  -0.76
N2 0.00 -1.20 -0.71  -0.62
N3 0.06 2.28 -1.38  -0.66
N4 -0.05 2.48 1.30  -0.36
N5 1.78 0.41 1.07  -0.76
C1 -0.43 3.56 -0.81  -0.25
C2 0.25 -5.06 -3.63  -0.17
C3 0.03 -6.02 -1.44  -0.17
C4 0.04 -2.27 -1.14  0.67
C5 0.09 -3.60 -1.70  -0.27
C6 -1.39 2.58 1.96  -0.25
C7 -1.93 1.23 2.23  -0.25
C8 -0.02 -4.72 -0.87  -0.13
C9 2.22 1.69 1.65  -0.25
C10 0.12 -6.17 -2.81  -0.11
C11 1.04 2.28 2.32  -0.26
C12 0.20 -3.75 -3.08  -0.13
C13 0.22 3.71 0.51  -0.26
H1 0.21 -2.89 -3.73  0.24
H2 0.14 -7.16 -3.25  0.26
H3 1.30 3.23 2.80  0.27
H4 -2.90 1.31 2.71  0.28
H5 -1.29 0.66 2.90  0.22
H6 -0.20 4.42 -1.44  0.28
H7 2.52 0.00 0.50  0.44
H8 -0.15 4.60 1.02  0.27
H9 -1.52 3.50 -0.74  0.23
H10 0.01 -6.88 -0.79  0.26
H11 -2.25 -0.44 1.05  0.44
H12 0.66 1.62 3.10  0.23
H13 2.59 2.32 0.84  0.22
H14 -0.17 -4.61 0.20  0.23
H15 -0.47 2.07 -2.23  0.44
H16 3.05 1.58 2.35  0.28
H17 -2.68 0.94 0.32  0.43
H18 1.59 -0.26 1.81  0.42
H19 0.41 -5.17 -4.69  0.26
H20 1.29 3.83 0.40  0.23
H21 1.03 2.38 -1.67  0.43
H22 -2.05 3.12 1.28  0.23
H23 -1.33 3.17 2.87  0.27

- total charge = +3
- <S²> = 0.76
- Kohn-Sham gap (spin up / spin down) (eV) = 4.6 / 5.0
- 2S+1 = 2
- E_HOMO (spin up / spin down) (eV) = -17.36 / -17.36


(4)
Below is 2 unconnected molecules or ions with the total composition C7H6ClN3OS, with properties calculated with wB97M-V/def2-TZVPD.

Last column: natural (NBO) charge in e.
Atoms and positions in Å:
Cl1 1.67 2.35 0.59  0.03
S1 4.46 0.00 0.11  1.25
O1 5.20 -1.21 0.42  -0.86
N1 -1.54 1.69 0.19  -0.40
N2 0.41 -1.31 0.38  -0.60
N3 5.23 0.67 -1.22  -1.09
C1 -2.16 -1.10 0.09  -0.21
C2 -3.13 -0.09 0.08  -0.26
C3 -0.84 -0.64 0.16  0.09
C4 0.79 0.89 0.50  -0.26
C5 1.37 -0.35 0.33  0.28
C6 -2.75 1.33 0.12  0.05
C7 -0.63 0.75 0.29  0.10
H1 -4.25 -0.35 0.05  0.22
H2 -2.44 -2.10 -0.03  0.22
H3 6.09 0.40 -1.75  0.42
H4 -3.44 2.16 -0.20  0.20
H5 0.34 -2.30 0.24  0.42
H6 4.94 1.55 -1.64  0.40

- energy relative to the best compared isomer or geometry (same formula, charge and spin) (kJ/mol) = 351.4
- Kohn-Sham gap (spin up / spin down) (eV) = 8.0 / 6.1
- E_HOMO (spin up / spin down) (eV) = -8.33 / -7.69


(5)
Below is a single C6H11N molecule, with properties calculated with wB97M-V/def2-TZVPD.

Last column: natural (NBO) charge in e.
Atoms and positions in Å:
N1 0.64 -2.38 -0.49  -0.85
C1 0.40 1.50 0.07  -0.23
C2 0.32 2.73 -0.46  -0.36
C3 -0.51 0.37 -0.14  -0.04
C4 0.85 -1.51 0.69  -0.22
C5 -0.44 -0.73 0.95  -0.43
C6 -1.67 0.50 -0.81  -0.35
H1 1.64 -0.79 0.45  0.17
H2 -0.47 -0.18 1.89  0.21
H3 1.12 3.45 -0.47  0.21
H4 -1.27 -1.41 0.79  0.22
H5 1.37 -3.07 -0.43  0.35
H6 -0.61 2.93 -0.98  0.18
H7 1.19 1.43 0.83  0.20
H8 1.07 -2.17 1.54  0.19
H9 0.76 -1.92 -1.38  0.36
H10 -2.55 -0.07 -0.55  0.20
H11 -1.85 1.32 -1.50  0.19

- energy relative to the best compared isomer or geometry (same formula, charge and spin) (kJ/mol) = 203.8
- structure (SMILES) = C=CC(=C)CCN
- Kohn-Sham gap (eV) = 9.3
- E_HOMO (eV) = -8.65


(6)
Below is a molecular structure, C40H43AsN4S2V, with properties calculated with wB97M-V/def2-TZVPD.

Last column: Mulliken charge in e.
Atoms and positions in Å:
As1 -0.35 -0.73 0.11  2.34
V1 1.37 1.30 -0.32  0.28
S1 1.72 3.62 -1.15  -0.67
S2 3.45 0.28 -0.03  -0.67
N1 -0.40 1.12 0.39  1.72
N2 1.41 0.41 -2.21  0.34
N3 3.36 4.84 0.54  0.08
N4 2.36 2.84 1.24  0.34
C1 3.19 -0.93 -1.29  0.98
C2 2.96 1.81 3.35  -1.08
C3 4.08 4.97 1.69  0.84
C4 3.07 2.91 2.37  0.75
C5 3.94 -2.08 -1.35  -0.44
C6 -3.40 -2.33 0.40  -1.26
C7 3.78 -3.01 -2.39  -0.88
C8 -1.21 1.81 1.30  -0.18
C9 -3.21 1.99 2.66  -1.05
C10 -0.42 -1.77 2.76  -0.03
C11 4.95 6.17 1.81  -1.46
C12 2.09 -1.62 -3.36  1.03
C13 -0.81 -2.58 3.80  -1.07
C14 -0.20 1.97 -3.16  -2.14
C15 0.58 0.70 -3.20  1.47
C16 -2.91 0.88 -1.62  -1.66
C17 -3.06 -2.55 -5.22  -1.75
C18 -2.32 -0.39 -2.17  1.21
C19 -1.63 3.79 2.63  -0.64
C20 0.46 -0.14 -4.33  -0.89
C21 -1.04 -2.44 -2.00  0.75
C22 0.80 -0.91 2.92  -1.40
C23 -2.41 -2.40 1.52  0.86
C24 -0.13 -3.39 -1.26  -2.14
C25 -2.41 1.28 1.77  -0.09
C26 -2.82 3.25 3.10  -0.77
C27 -1.20 -1.69 1.59  0.57
C28 2.88 -2.78 -3.39  -0.91
C29 2.53 3.79 0.30  0.04
C30 -1.97 -3.34 3.73  0.58
C31 -0.84 3.09 1.74  -0.59
C32 -2.75 -3.22 2.60  -1.05
C33 -1.60 -2.88 -3.20  -1.15
C34 2.22 -0.71 -2.29  -0.56
C35 -2.37 -4.24 4.87  -1.70
C36 -2.49 -2.09 -3.92  0.38
C37 -2.83 -0.85 -3.38  -1.26
C38 1.17 -1.30 -4.39  -0.93
C39 3.94 3.99 2.62  -1.24
C40 -1.39 -1.19 -1.49  0.75
H1 -3.30 1.50 -2.42  0.63
H2 -3.55 -0.23 -3.91  0.50
H3 -2.46 -3.68 5.80  0.37
H4 -3.68 -3.77 2.54  0.39
H5 -0.19 -2.62 4.70  0.41
H6 4.49 4.04 3.55  0.46
H7 0.86 -2.96 -1.08  0.30
H8 4.40 -3.90 -2.40  0.41
H9 -0.24 0.14 -5.11  0.52
H10 -3.32 -4.73 4.67  0.37
H11 4.69 -2.26 -0.58  0.47
H12 0.43 2.80 -3.50  0.42
H13 0.07 3.54 1.36  0.06
H14 3.17 2.16 4.36  0.52
H15 -4.13 1.56 3.01  0.48
H16 -1.06 1.91 -3.82  0.45
H17 -4.15 -2.56 -5.19  0.36
H18 -3.75 0.65 -0.95  0.35
H19 -1.62 -5.02 5.03  0.35
H20 -2.20 1.46 -1.03  -0.18
H21 0.51 0.14 2.88  -0.14
H22 -1.33 -3.86 -3.58  0.35
H23 5.71 6.17 1.02  0.37
H24 3.46 5.52 -0.20  0.34
H25 -2.78 -1.88 -6.04  0.34
H26 1.28 -1.10 3.88  0.49
H27 1.99 1.35 3.31  -0.05
H28 -0.55 2.20 -2.16  0.45
H29 -3.56 -1.32 0.03  -0.10
H30 -4.36 -2.71 0.75  0.53
H31 -0.53 -3.67 -0.28  0.14
H32 2.76 -3.47 -4.22  0.45
H33 -3.44 3.80 3.80  0.39
H34 -2.74 0.31 1.44  0.64
H35 1.05 -1.98 -5.23  0.45
H36 1.55 -1.07 2.14  0.39
H37 4.36 7.08 1.72  0.38
H38 3.70 1.04 3.10  0.32
H39 -1.33 4.78 2.95  0.42
H40 -3.10 -2.93 -0.46  0.28
H41 -2.72 -3.55 -5.48  0.39
H42 5.46 6.18 2.77  0.37
H43 0.01 -4.31 -1.83  0.51

- energy relative to the best compared isomer or geometry (same formula, charge and spin) (kJ/mol) = 0.0
- total charge = +1
- <S²> = 2.03
- Kohn-Sham gap (spin up / spin down) (eV) = 6.2 / 6.5
- 2S+1 = 3
- E_HOMO (spin up / spin down) (eV) = -9.51 / -9.83


(7)
Below is a molecular structure, C21H23FeI2N9O, with properties calculated with wB97M-V/def2-TZVPD.

Last column: natural (NBO) charge in e.
Atoms and positions in Å:
I1 4.51 -0.75 -0.61  0.14
I2 5.50 5.08 -0.71  0.12
Fe1 -0.32 0.52 0.32  1.53
O1 1.47 0.43 -0.91  -0.88
N1 0.52 2.89 5.85  -0.44
N2 1.49 -3.31 1.07  -0.45
N3 -0.87 -3.93 0.94  -0.46
N4 -0.18 0.76 4.71  -0.67
N5 -0.44 2.65 0.13  -0.69
N6 0.37 -3.57 -1.09  -0.46
N7 -0.20 -1.70 0.36  -0.57
N8 -0.57 0.58 2.28  -0.82
N9 -2.29 0.66 -0.63  -0.55
C1 -0.64 -4.36 -0.42  -0.08
C2 0.36 3.13 -1.04  -0.23
C3 -3.93 0.11 -2.28  -0.25
C4 1.06 -1.93 1.11  -0.12
C5 4.61 2.17 -0.89  -0.24
C6 -1.25 -2.50 0.97  -0.07
C7 4.15 3.49 -1.01  -0.20
C8 2.27 1.42 -0.81  0.42
C9 2.79 3.76 -1.07  -0.20
C10 -3.02 -0.28 -1.33  0.06
C11 0.38 -4.11 1.63  -0.09
C12 -2.67 1.95 -0.66  0.22
C13 -0.02 -2.15 -1.02  -0.10
C14 3.69 1.17 -0.76  -0.25
C15 0.19 1.93 5.25  0.42
C16 -1.88 3.00 0.04  -0.27
C17 1.85 2.77 -0.95  -0.18
C18 -4.34 1.47 -2.29  -0.13
C19 1.61 -3.71 -0.32  -0.09
C20 -3.76 2.34 -1.38  -0.24
C21 -0.41 0.67 3.44  0.65
H1 0.69 -5.15 1.59  0.20
H2 0.25 4.23 -1.14  0.20
H3 2.45 4.80 -1.11  0.22
H4 -2.24 3.13 1.09  0.25
H5 -0.29 -5.40 -0.39  0.20
H6 -2.04 3.95 -0.47  0.21
H7 2.40 -3.11 -0.79  0.22
H8 -5.08 1.84 -3.01  0.24
H9 -2.82 -1.33 -1.11  0.21
H10 -4.37 -0.64 -2.93  0.24
H11 -0.97 -1.99 -1.61  0.19
H12 -0.03 3.07 0.99  0.40
H13 0.79 -1.57 -1.46  0.26
H14 -1.56 -4.34 -1.02  0.19
H15 0.26 -3.85 2.69  0.20
H16 -4.09 3.36 -1.29  0.23
H17 1.90 -4.77 -0.33  0.20
H18 -2.19 -2.40 0.44  0.19
H19 -0.08 2.67 -1.95  0.21
H20 1.83 -1.31 0.62  0.24
H21 -1.40 -2.22 2.04  0.22
H22 5.68 1.97 -0.89  0.24
H23 0.94 -1.57 2.14  0.22

- energy relative to the best compared isomer or geometry (same formula, charge and spin) (kJ/mol) = 0.0
- <S²> = 6.01
- Kohn-Sham gap (spin up / spin down) (eV) = 6.8 / 6.7
- 2S+1 = 5
- E_HOMO (spin up / spin down) (eV) = -7.62 / -7.65


(8)
Below is a single C9H14N2 molecule, with properties calculated with wB97M-V/def2-TZVPD.

Last column: natural (NBO) charge in e.
Atoms and positions in Å:
N1 0.52 0.42 -1.05  -0.59
N2 3.64 1.64 -0.08  -0.31
C1 -0.03 -1.82 -1.36  -0.61
C2 0.05 -0.73 0.90  0.05
C3 1.08 1.31 0.12  -0.02
C4 -0.46 -1.84 1.71  -0.67
C5 2.50 1.46 -0.08  0.29
C6 0.33 2.69 0.20  -0.60
C7 -0.38 -0.56 -0.55  0.05
C8 0.77 0.34 1.24  -0.20
C9 -1.81 -0.16 -0.78  -0.61
H1 -2.45 -0.88 -0.24  0.21
H2 -2.10 -0.24 -1.86  0.22
H3 0.16 -2.81 1.55  0.23
H4 0.81 3.21 0.99  0.22
H5 0.05 1.05 -1.68  0.36
H6 0.69 -1.61 -2.23  0.24
H7 -2.03 0.81 -0.40  0.21
H8 -0.71 2.52 0.45  0.21
H9 -0.29 -1.70 2.85  0.24
H10 1.25 0.60 2.15  0.22
H11 0.27 3.27 -0.73  0.22
H12 -0.93 -2.32 -1.72  0.20
H13 -1.43 -2.22 1.31  0.24
H14 0.51 -2.45 -0.70  0.21

- energy relative to the best compared isomer or geometry (same formula, charge and spin) (kJ/mol) = 186.2
- structure (SMILES) = CC1=C[C@@](C)(C#N)NC1(C)C
- Kohn-Sham gap (eV) = 9.8
- E_HOMO (eV) = -9.06


Question: What is the formula in the sixth record?
Answer: C40H43AsN4S2V